# 1
2 unconnected molecules or ions with the total composition H3NOP2. Source: the OMol25 dataset; level of theory: ωB97M-V/def2-TZVPD.

## Properties
**HOMO energy (spin up / spin down)**: -9.2 / -9.0 eV

Each line ends with the natural charge from an NBO analysis.
Positions of all 7 atoms, in Å:
N 2.67599 -0.29510 0.16549  -0.240
O 3.88040 -0.18350 0.12380  -0.277
P -0.13335 -1.08281 -0.30122  0.023
P 1.38038 0.46067 -0.32352  0.564
H 0.59034 -1.90498 0.59462  0.015
H -0.83730 -0.48199 0.97704  0.026
H 0.31568 1.72805 -1.60624  -0.110



# 2
2 unconnected molecules or ions with the total composition H3NS2. Source: the OMol25 dataset; level of theory: ωB97M-V/def2-TZVPD.

## Properties
**HOMO energy (spin up / spin down)**: -8.6 / -8.6 eV
**SMILES**: N=S.S

Each line ends with the natural charge from an NBO analysis.
Positions of all 6 atoms, in Å:
N 0.13962 2.08368 0.35381  -0.758
S 0.68305 3.11286 1.39235  0.400
H 0.38047 2.17535 -0.72815  0.358
S -0.26705 -1.78297 -0.30204  -0.291
H -0.07373 -2.90496 0.43921  0.145
H -0.86236 -2.68395 -1.15517  0.146



# 3
2 unconnected molecules or ions with the total composition H3O2PS. Source: the OMol25 dataset; level of theory: ωB97M-V/def2-TZVPD.

## Properties
**HOMO energy**: -8.4 eV

Each line ends with the natural charge from an NBO analysis.
Positions of all 7 atoms, in Å:
O -1.09521 -0.74892 0.56654  -1.053
O -1.30889 1.35146 -0.73291  -1.002
P -0.69348 0.77420 0.61707  1.507
S 2.16552 0.21654 0.27435  -0.659
H -0.52632 -1.52334 0.93689  0.560
H -1.20967 0.95084 -1.56898  0.517
H 2.02088 0.84800 -0.99501  0.129



It is found that the relative energy (zero: lowest compared OMol25 entry of this formula, charge and spin) values, taken in the order of the records, are 64.7, 51.0, 48.3 kcal per mole.
It is found that the F_max values, taken in the order of the records, are 0.062, 0.054, 0.059 hartree/bohr.
It is found that the calculated total energy values, taken in the order of the records, are -22157.6726, -23206.7723, -24267.2859 eV.